One molecule with the formula C22H27N5O3S. Source: OMol25; level of theory: the ωB97M-V functional and the def2-TZVPD basis.

Structure (XYZ):
```
58
Properties=species:S:1:pos:R:3:mulliken_charge:R:1
N -0.3968 2.6631 -0.5880 0.0901
O -0.1928 -2.4289 -1.3133 -0.4250
H -3.4818 -2.1954 -1.6509 0.2998
H -2.4286 -3.4776 -2.2810 0.4223
N 4.1249 0.9792 0.8648 -0.0890
O -3.2942 0.7436 3.0259 -0.6465
H -6.2861 -2.2004 -0.4600 0.2633
C -3.5555 0.6397 -0.4811 0.5227
C -6.5682 -1.2488 -0.0116 -1.1697
C 1.9547 -1.3990 1.4932 -0.6236
C 0.3605 2.5761 -1.8169 -1.4465
C 2.1280 -2.4137 -1.0606 -0.5585
C 3.6777 1.2748 -0.3745 -0.1691
C -1.4666 1.8980 -0.3556 0.7178
H 2.1743 -2.8070 -2.0634 0.4279
H 5.9089 0.3216 1.7242 0.3776
O 4.2415 0.8983 -1.3807 -0.6740
H 5.5237 -0.2935 0.0968 0.4411
C 0.3683 3.1592 0.5378 -1.4944
H 0.6868 4.1779 0.2933 0.4087
C 1.5714 1.6665 -1.6159 0.0240
H 1.8723 -1.0065 2.4980 0.2990
C -2.4713 -2.4390 -1.9664 -1.4749
H 5.1727 -2.1264 1.6700 0.3983
C 1.5943 2.2823 0.8065 -0.3695
H -1.7125 -2.8727 0.0172 0.3448
H 0.6884 3.5863 -2.0828 0.3767
C -1.4972 -2.1994 -0.8248 0.8111
C 4.4590 -1.3021 1.7048 -1.2805
H 2.8123 3.1786 -0.7258 0.1724
C -5.3392 -0.4743 0.3310 0.9895
H -0.2820 2.1969 -2.6133 0.5886
C -4.9428 -0.2375 1.6143 -0.9576
C 0.7911 -1.6492 0.7818 -0.0144
H 4.2180 -1.1012 2.7511 0.3532
H -0.1597 -1.4446 1.2496 0.4628
H -7.1509 -0.7006 -0.7481 0.3173
C 2.4423 2.1793 -0.4614 0.9076
C 3.2046 -1.6523 0.9526 0.5086
H -5.5151 -0.6012 2.4520 0.3911
H 1.2572 1.2888 1.1100 -0.0561
C 5.1105 -0.0574 1.0791 -0.8850
H 2.1683 1.6213 -2.5260 0.5460
S -2.4807 1.2810 -1.6993 -0.2555
N -1.9238 1.6209 0.8123 -1.2549
H -0.2848 3.1814 1.4099 0.5524
H 1.2356 0.6524 -1.3848 -0.3176
H -1.5835 -1.1655 -0.4654 -0.5601
C 0.8701 -2.1566 -0.5095 0.3858
H 4.2357 -2.3680 -0.7839 0.3893
H -7.1694 -1.4346 0.8729 0.3491
C 3.2734 -2.1664 -0.3389 -0.4421
C -3.7510 0.4927 1.9348 0.5966
N -4.6273 -0.0301 -0.7368 -0.5613
H 3.5700 1.2288 1.6665 0.2844
H 2.1540 2.7390 1.6247 0.6309
N -3.0819 0.9309 0.7568 0.7697
H -2.2064 -1.8087 -2.8113 0.3048
```

The energy is -1752.266566 a.u. The frontier orbital gap comes out at 8.96 eV. Its LUMO energy is 0.535 eV. Its SMILES is CCOc1ccc(CCNC(=O)C2CCN(c3nn4c(=O)cc(C)nc4s3)CC2)cc1. The HOMO energy is -8.43 eV.